{
  "formula": "C20H59N5O7",
  "method": "ωB97M-V with the def2-TZVPD basis set",
  "orbital_gap_ev": 9.690,
  "relative_energy_ev": 2.893,
  "homo_energy_ev": -9.199,
  "lumo_energy_ev": 0.49,
  "energy_ev": -43474.74797,
  "symbols": ["C", "O", "C", "C", "C", "N", "H", "H", "H", "H", "H", "H", "H", "H", "H", "H", "H", "C", "O", "C", "C", "C", "N", "H", "H", "H", "H", "H", "H", "H", "H", "H", "H", "H", "C", "O", "C", "C", "C", "N", "H", "H", "H", "H", "H", "H", "H", "H", "H", "H", "H", "C", "O", "C", "C", "C", "N", "H", "H", "H", "H", "H", "H", "H", "H", "H", "H", "H", "C", "O", "C", "C", "C", "N", "H", "H", "H", "H", "H", "H", "H", "H", "H", "H", "H", "O", "H", "H", "O", "H", "H"],
  "positions_angstrom": [[-0.462, 3.779, 1.139], [-1.541, 2.900, 0.796], [-1.242, 2.190, -0.399], [-2.444, 1.293, -0.650], [-2.585, 0.180, 0.386], [-2.419, 0.715, -2.025], [-0.349, 4.623, 0.459], [0.419, 3.151, 1.285], [-0.730, 4.169, 2.120], [-1.098, 2.879, -1.241], [-0.356, 1.556, -0.287], [-3.379, 1.853, -0.535], [-3.430, -0.451, 0.100], [-2.861, 0.646, 1.340], [-1.722, -0.428, 0.661], [-2.569, 1.554, -2.595], [-3.258, 0.179, -2.234], [3.148, -3.449, 4.068], [1.803, -3.843, 4.003], [1.269, -3.516, 2.708], [-0.218, -3.251, 2.782], [-1.042, -4.558, 2.737], [-0.602, -2.358, 1.656], [3.268, -2.361, 4.034], [3.928, -3.843, 3.404], [3.519, -3.688, 5.071], [1.823, -2.811, 2.083], [1.414, -4.463, 2.147], [-0.466, -2.725, 3.705], [-2.102, -4.347, 2.615], [-0.792, -5.191, 3.587], [-0.716, -5.114, 1.852], [-1.503, -1.973, 1.938], [-0.838, -2.968, 0.873], [1.884, -1.287, -4.041], [2.090, 0.032, -4.550], [0.985, 0.886, -4.481], [1.461, 2.321, -4.264], [2.225, 2.475, -2.977], [0.382, 3.334, -4.479], [2.743, -1.904, -4.258], [0.953, -1.678, -4.482], [1.608, -1.162, -2.983], [0.371, 0.812, -5.394], [0.265, 0.568, -3.704], [2.035, 2.597, -5.161], [2.952, 1.668, -2.903], [1.521, 2.367, -2.143], [2.741, 3.419, -2.812], [-0.285, 2.939, -5.141], [-0.158, 3.400, -3.608], [2.739, 0.095, 2.875], [2.195, 1.223, 3.514], [3.059, 2.295, 3.701], [2.460, 3.278, 4.693], [1.213, 4.030, 4.206], [3.488, 4.214, 5.202], [1.963, -0.654, 2.735], [3.488, -0.410, 3.498], [3.225, 0.435, 1.958], [3.984, 1.954, 4.192], [3.378, 2.780, 2.767], [2.094, 2.632, 5.500], [0.539, 4.260, 5.032], [0.670, 3.373, 3.522], [1.404, 4.937, 3.628], [2.959, 5.035, 5.477], [4.115, 4.589, 4.495], [-2.270, -2.168, -5.340], [-2.343, -1.878, -3.954], [-3.612, -2.151, -3.459], [-3.682, -1.781, -1.986], [-2.810, -2.660, -1.078], [-5.090, -1.715, -1.543], [-3.078, -1.681, -5.896], [-2.342, -3.240, -5.544], [-1.318, -1.763, -5.670], [-4.418, -1.560, -3.917], [-3.993, -3.185, -3.496], [-3.325, -0.756, -1.830], [-1.769, -2.505, -1.357], [-3.162, -3.696, -1.057], [-2.984, -2.316, -0.053], [-5.582, -2.555, -1.863], [-5.113, -1.846, -0.534], [0.870, -0.628, 0.002], [0.217, -0.500, -0.698], [0.390, -1.139, 0.713], [2.551, 1.768, 0.352], [2.046, 1.748, 1.172], [2.200, 1.025, -0.164]],
  "lowdin_charge": [-0.080, -0.175, -0.200, -0.379, -0.047, 0.053, 0.097, 0.069, 0.076, 0.118, 0.102, 0.143, 0.053, 0.094, 0.045, 0.091, 0.023, -0.134, -0.155, -0.200, -0.387, -0.050, 0.029, 0.056, 0.095, 0.091, 0.113, 0.131, 0.145, 0.074, 0.084, 0.078, 0.078, 0.075, -0.067, -0.196, -0.239, -0.429, -0.048, 0.031, 0.088, 0.074, 0.081, 0.121, 0.116, 0.136, 0.083, 0.061, 0.085, 0.057, 0.050, -0.098, -0.178, -0.232, -0.414, -0.066, 0.030, 0.076, 0.078, 0.082, 0.131, 0.132, 0.136, 0.079, 0.045, 0.082, 0.059, 0.069, -0.091, -0.167, -0.240, -0.456, -0.053, 0.047, 0.090, 0.091, 0.076, 0.130, 0.133, 0.024, 0.085, 0.086, 0.041, 0.074, 0.064, -0.100, 0.018, -0.001, -0.077, -0.009, 0.013]
}

***

{
  "formula": "C20H59NO10",
  "method": "ωB97M-V with the def2-TZVPD basis set",
  "orbital_gap_ev": 7.984,
  "relative_energy_ev": 4.555,
  "homo_energy_ev": -7.922,
  "lumo_energy_ev": 0.06,
  "energy_ev": -43653.45120,
  "symbols": ["C", "C", "C", "C", "C", "C", "C", "C", "C", "N", "O", "H", "H", "H", "H", "H", "H", "H", "H", "H", "H", "H", "H", "H", "H", "H", "H", "H", "H", "H", "C", "C", "O", "H", "H", "H", "H", "H", "H", "C", "C", "O", "H", "H", "H", "H", "H", "H", "C", "O", "H", "H", "H", "H", "C", "O", "H", "H", "H", "H", "C", "O", "H", "H", "H", "H", "C", "O", "H", "H", "H", "H", "C", "O", "H", "H", "H", "H", "C", "O", "H", "H", "H", "H", "C", "O", "H", "H", "H", "H"],
  "positions_angstrom": [[-5.645, -2.570, 4.659], [-4.318, -2.914, 3.774], [-3.257, -1.805, 4.232], [-3.738, -4.366, 4.112], [-2.622, -4.822, 3.155], [-3.202, -4.841, 1.688], [-3.700, -3.444, 1.222], [-2.429, -2.561, 0.849], [-4.541, -3.598, -0.106], [-4.568, -2.815, 2.305], [-5.266, -1.716, 1.977], [-5.545, -2.981, 5.663], [-5.998, -1.541, 4.589], [-6.462, -3.121, 4.195], [-2.277, -1.892, 3.764], [-3.792, -0.907, 3.921], [-3.149, -1.694, 5.311], [-3.429, -4.301, 5.155], [-4.560, -5.063, 3.949], [-1.875, -4.032, 3.234], [-2.245, -5.789, 3.487], [-3.959, -5.621, 1.600], [-2.313, -5.216, 1.181], [-1.680, -2.430, 1.630], [-2.759, -1.522, 0.819], [-2.007, -2.939, -0.082], [-4.478, -4.598, -0.534], [-4.282, -2.999, -0.979], [-5.603, -3.411, 0.055], [-6.172, -1.978, 2.155], [1.799, 0.378, -1.202], [0.865, 1.483, -1.001], [1.356, 2.634, -1.537], [2.715, 0.571, -0.645], [1.970, -0.022, -2.201], [1.434, -0.496, -0.662], [0.787, 1.538, 0.085], [-0.077, 1.341, -1.529], [0.635, 3.257, -1.651], [6.896, 2.403, -2.168], [6.345, 3.538, -2.881], [5.008, 3.346, -3.434], [7.091, 1.615, -2.895], [6.243, 2.116, -1.344], [7.882, 2.575, -1.735], [7.037, 3.867, -3.656], [6.364, 4.409, -2.226], [4.353, 3.160, -2.757], [-3.799, 3.861, -4.117], [-4.169, 5.245, -4.040], [-4.562, 3.205, -3.699], [-3.578, 3.717, -5.175], [-2.872, 3.634, -3.590], [-3.582, 5.689, -3.424], [3.798, -4.863, 1.493], [4.752, -5.133, 0.479], [3.042, -4.164, 1.135], [3.326, -5.825, 1.696], [3.952, -4.426, 2.479], [4.365, -5.389, -0.362], [-0.443, 7.072, -0.732], [-1.678, 6.434, -0.943], [-0.498, 8.150, -0.583], [-0.283, 6.663, 0.266], [0.375, 6.785, -1.394], [-2.000, 6.164, -0.079], [-2.118, 3.811, 3.368], [-0.815, 4.323, 3.340], [-2.153, 3.014, 4.111], [-2.885, 4.558, 3.570], [-2.315, 3.316, 2.417], [-0.870, 5.248, 3.592], [4.241, 0.490, -6.401], [3.713, 1.758, -6.747], [3.698, -0.323, -6.884], [5.323, 0.397, -6.499], [4.042, 0.361, -5.337], [4.112, 2.426, -6.184], [4.129, 4.455, 1.836], [3.336, 3.558, 2.623], [5.157, 4.132, 1.997], [3.857, 4.449, 0.780], [4.057, 5.499, 2.139], [2.444, 3.891, 2.501], [2.085, -5.274, -2.648], [3.414, -5.414, -3.017], [1.886, -4.239, -2.372], [1.503, -5.611, -3.506], [1.722, -5.900, -1.833], [3.457, -5.968, -3.800]],
  "lowdin_charge": [-0.025, -0.410, -0.037, -0.140, -0.171, -0.131, -0.408, -0.034, -0.031, -0.163, -0.015, 0.076, 0.071, 0.067, 0.057, 0.065, 0.073, 0.110, 0.108, 0.089, 0.108, 0.111, 0.110, 0.055, 0.076, 0.078, 0.070, 0.072, 0.070, 0.101, -0.098, -0.392, -0.059, 0.083, 0.080, 0.073, 0.115, 0.121, 0.085, -0.112, -0.333, -0.079, 0.082, 0.081, 0.082, 0.114, 0.104, 0.068, -0.151, -0.129, 0.073, 0.076, 0.066, 0.058, -0.172, -0.115, 0.065, 0.071, 0.077, 0.059, -0.160, -0.127, 0.077, 0.070, 0.082, 0.067, -0.177, -0.122, 0.076, 0.082, 0.073, 0.071, -0.170, -0.122, 0.077, 0.073, 0.065, 0.063, -0.160, -0.120, 0.078, 0.068, 0.071, 0.060, -0.188, -0.109, 0.080, 0.080, 0.072, 0.080]
}